No. 1
A 2-piece molecular cluster, C4H3NO2 overall in a non-equilibrium geometry, computed with wB97M-V/def2-TZVPD.

Output
E_HOMO (alpha / beta): -5.6 / -9.5 eV
2S+1: 3
Energy relative to the best compared isomer or geometry (same formula, charge and spin): 67.5 kcal/mol
E: -9774.547 eV
Kohn-Sham gap (alpha / beta): 5.8653 / 6.6854 eV
Net charge: 0
LUMO energy (alpha / beta): 0.25 / -2.78 eV
Expectation value of S²: 2.0349

Structure (XYZ):
```
10
Properties=species:S:1:pos:R:3:forces:R:3
C -0.3121 0.5542 2.0632 0.0 1.0 -0.5
C -0.8462 0.8140 0.9337 -0.4 -1.6 0.0
C 0.2701 0.0169 3.0439 0.8 -1.4 2.4
C 0.7331 -0.8147 -2.2597 -0.5 0.0 0.1
N -1.2492 1.3005 -0.0885 1.5 5.0 2.4
O 0.7799 -0.3202 4.0638 0.2 0.2 -0.1
O -0.0877 -0.5597 -1.4030 1.4 -0.7 -1.3
H 0.6323 -0.7294 -3.3330 -1.3 0.6 -0.8
H 1.7356 -1.2129 -2.1813 0.7 -0.3 1.6
H -1.6558 0.9514 -0.8391 -2.2 -2.8 -3.9
```
Positions in Å, forces in eV/Å.

These are the natural (NBO) partial charges, in e, on atoms 1 to 6: C -0.1498; C 0.2252; C 0.4624; C 0.3072; N -0.4931; O -0.4169



No. 2
A single C4H3NOS molecule in a non-equilibrium geometry, computed with wB97M-V/def2-TZVPD.

Output
E_HOMO: -9.5 eV
SMILES: C#CC(=O)SN=C
2S+1: 1
Energy relative to the best compared isomer or geometry (same formula, charge and spin): 68.4 kcal/mol
E: -18565.286 eV
Kohn-Sham gap: 9.4518 eV
Net charge: 0
LUMO energy: -0.05 eV

Structure (XYZ):
```
10
Properties=species:S:1:pos:R:3:forces:R:3
C -0.9826 -2.4322 -0.9433 1.0 1.1 0.3
C 0.2978 1.2499 0.1941 0.0 -3.3 -0.3
C 0.6271 0.6542 1.4377 0.5 -0.7 2.3
C 0.7665 0.1034 2.5092 -1.5 -0.8 0.2
H -0.9463 -3.4696 -0.6341 0.2 0.0 0.8
H -1.6369 -2.4380 -1.8889 1.1 1.3 1.2
H 0.4951 -0.5449 3.3939 1.1 1.3 -1.4
N -0.2590 -1.5518 -0.2693 -1.9 -0.8 -2.7
O 0.3190 2.3713 -0.1228 0.1 3.0 -0.6
S -0.1815 0.0558 -1.0744 -0.5 -1.3 0.3
```
Positions in Å, forces in eV/Å.

These are the natural (NBO) partial charges, in e, on atoms 1 to 6: C -0.0750; C 0.3650; C -0.1492; C -0.1111; H 0.1789; H 0.1771



No. 3
A single C4H3NS molecule in a non-equilibrium geometry, computed with wB97M-V/def2-TZVPD.

Output
E_HOMO (alpha / beta): -7.7 / -7.7 eV
2S+1: 1
Energy relative to the best compared isomer or geometry (same formula, charge and spin): 81.6 kcal/mol
E: -16516.713 eV
Kohn-Sham gap (alpha / beta): 6.0292 / 6.0445 eV
Net charge: 0
LUMO energy (alpha / beta): -1.64 / -1.63 eV

Structure (XYZ):
```
9
Properties=species:S:1:pos:R:3:forces:R:3
C 0.4831 -0.6399 -0.7622 -0.3 -1.6 -3.1
C 1.2313 0.2835 -0.2147 -2.0 0.8 2.5
C -0.8437 -0.7754 -0.2380 3.4 3.3 0.9
C -0.6257 0.9233 1.2001 3.9 3.6 1.0
N -1.2790 0.0662 0.6570 -3.5 -3.8 -1.3
S -0.4061 2.2151 2.0688 -0.2 -0.3 0.1
H 0.6351 -1.2414 -1.7640 0.0 0.8 2.1
H 2.1887 0.6588 -0.2952 1.8 0.4 -0.8
H -1.3838 -1.4900 -0.6519 -3.2 -3.1 -1.4
```
Positions in Å, forces in eV/Å.

These are the natural (NBO) partial charges, in e, on atoms 1 to 6: C -0.4522; C -0.1976; C 0.2740; C 0.2103; N -0.5275; S 0.1358



No. 4
A single C4H3NS2 molecule in a non-equilibrium geometry, computed with wB97M-V/def2-TZVPD.

Output
E_HOMO: -9.4 eV
SMILES: CC(=S)C(=S)C#N
2S+1: 1
Energy relative to the best compared isomer or geometry (same formula, charge and spin): 43.0 kcal/mol
E: -27353.899 eV
Kohn-Sham gap: 7.0950 eV
Net charge: 0
LUMO energy: -2.28 eV

Structure (XYZ):
```
10
Properties=species:S:1:pos:R:3:forces:R:3
C 0.6475 1.4318 -0.5228 -0.1 -1.9 0.9
C -0.3954 0.5009 0.2210 3.7 -3.1 -3.4
C -0.2847 -1.0444 -0.1311 0.9 0.9 0.7
C -0.8171 -2.0046 0.9368 -1.0 -2.4 -1.7
H 0.2737 2.3303 -0.0260 1.4 0.6 -0.4
H 0.4491 1.4509 -1.6026 0.2 0.0 0.3
H 1.7922 1.0084 -0.3454 -3.2 1.5 -0.2
N -1.2754 -3.0360 1.2939 1.4 3.3 -0.4
S -1.0848 0.8619 1.5409 -2.1 1.2 3.1
S 0.6948 -1.4991 -1.3647 -1.2 -0.2 1.2
```
Positions in Å, forces in eV/Å.

These are the natural (NBO) partial charges, in e, on atoms 1 to 6: C -0.6740; C -0.2032; C -0.2540; C 0.1987; H 0.2384; H 0.2386



No. 5
C4H3NS2 as an isolated structure in a non-equilibrium geometry, computed with wB97M-V/def2-TZVPD.

Output
E_HOMO (alpha / beta): -8.9 / -8.9 eV
2S+1: 1
Energy relative to the best compared isomer or geometry (same formula, charge and spin): 17.0 kcal/mol
E: -27355.025 eV
Kohn-Sham gap (alpha / beta): 7.6002 / 7.5995 eV
Net charge: 0
LUMO energy (alpha / beta): -1.27 / -1.27 eV

Structure (XYZ):
```
10
Properties=species:S:1:pos:R:3:forces:R:3
C 0.2025 1.1611 -0.0254 -1.0 0.4 0.0
C -1.0454 0.5769 -0.0523 0.6 0.2 0.0
C -0.5802 -1.6991 0.0658 0.7 -0.3 -0.1
C 1.4454 0.5774 0.0065 0.8 -2.3 -0.1
N -1.4016 -0.7040 0.0255 -1.0 -0.2 0.0
S 2.9704 0.9888 0.0205 -0.1 0.0 0.0
S 1.1064 -1.7055 -0.0408 0.0 2.2 0.1
H 0.2288 2.2465 -0.0361 0.0 0.0 0.0
H -1.8988 1.2380 -0.1347 0.0 0.2 0.0
H -1.0273 -2.6800 0.1710 -0.1 -0.2 0.0
```
Positions in Å, forces in eV/Å.

These are the natural (NBO) partial charges, in e, on atoms 1 to 6: C -0.4512; C 0.1584; C -0.0294; C -0.0888; N -0.5138; S 0.1256



No. 6
C4H3O2Rb as an isolated structure in a non-equilibrium geometry, computed with wB97M-V/def2-TZVPD.

Output
E_HOMO (alpha / beta): -17.2 / -17.3 eV
2S+1: 1
Energy relative to the best compared isomer or geometry (same formula, charge and spin): 0.0 kcal/mol
E: -8923.606 eV
Kohn-Sham gap (alpha / beta): 6.7036 / 6.8250 eV
Net charge: +2
LUMO energy (alpha / beta): -10.46 / -10.49 eV

Structure (XYZ):
```
10
Properties=species:S:1:pos:R:3:forces:R:3
H -1.0034 1.9925 -0.7058 -0.2 4.6 0.2
O -1.8038 4.2171 -0.8313 -1.7 0.3 -0.1
C -1.0440 3.4115 -0.2788 1.9 -6.7 -1.5
C -0.2159 3.4524 0.8588 -0.5 -0.5 3.1
C 0.3611 2.2475 1.2151 0.0 2.2 0.6
C 0.3368 1.0424 0.7669 -3.3 0.6 -5.3
O -0.2396 0.5106 -0.1818 2.5 -1.5 3.3
Rb -0.1398 -3.8199 -1.6853 0.0 -0.2 -0.1
H -2.3915 4.7419 -0.2464 0.6 0.9 -0.1
H -0.4875 4.1916 1.6239 0.9 0.2 -0.2
```
Positions in Å, forces in eV/Å.

These are the natural (NBO) partial charges, in e, on atoms 1 to 6: H 0.2369; O -0.5474; C 0.5045; C -0.2877; C 0.0543; C 0.6274



No. 7
C4H3O4Zn as an isolated structure in a non-equilibrium geometry, computed with wB97M-V/def2-TZVPD.

Output
E_HOMO (alpha / beta): -13.4 / -14.4 eV
2S+1: 1
E: -60790.526 eV
Kohn-Sham gap (alpha / beta): 5.8435 / 8.2264 eV
Net charge: +1
LUMO energy (alpha / beta): -7.57 / -6.21 eV

Structure (XYZ):
```
12
Properties=species:S:1:pos:R:3:forces:R:3
C 1.7763 -0.1652 0.9070 -0.1 2.7 2.4
C 0.7074 0.6450 1.0954 1.7 -3.2 -3.2
H 2.6514 0.0739 1.5151 -0.2 -0.2 0.0
O -0.3030 0.4274 0.0436 0.3 1.4 0.5
C -1.2627 1.2887 0.0965 -0.5 -1.6 4.4
O -2.3867 0.9657 -0.3079 6.7 -1.1 -0.7
Zn -3.9472 1.4934 -0.4280 -6.7 2.1 -0.6
O 1.0521 -1.6986 -0.8320 -0.4 0.4 0.2
C 2.0325 -1.2909 -0.0160 1.6 -2.1 -2.1
O 3.1281 -1.8109 -0.1237 -1.7 1.3 1.0
H 0.3028 -1.0833 -0.8047 0.2 -0.5 -0.1
H -1.0690 1.9159 1.0430 -0.8 0.7 -2.0
```
Positions in Å, forces in eV/Å.

These are the natural (NBO) partial charges, in e, on atoms 1 to 6: C -0.3981; C 0.4138; H 0.2918; O -0.4847; C 0.7337; O -0.8490



No. 8
An isolated ion of composition C4H3S2 and charge -1 in a non-equilibrium geometry, computed with wB97M-V/def2-TZVPD.

Output
E_HOMO (alpha / beta): -0.7 / -3.5 eV
2S+1: 3
Energy relative to the best compared isomer or geometry (same formula, charge and spin): 0.0 kcal/mol
E: -25863.242 eV
Kohn-Sham gap (alpha / beta): 4.1117 / 5.0480 eV
Net charge: -1
LUMO energy (alpha / beta): 3.40 / 1.59 eV
Expectation value of S²: 2.0247

Structure (XYZ):
```
9
Properties=species:S:1:pos:R:3:forces:R:3
C 0.0354 -0.0663 -0.0548 1.5 1.1 0.0
C 1.2792 -0.8814 -0.1202 0.9 -0.9 0.0
C 1.2765 0.5107 0.0644 0.0 1.0 0.4
C -1.3738 0.1348 0.0633 -1.1 1.8 -2.2
S 1.9564 -2.4098 -0.3438 -0.4 0.8 0.0
S 2.1794 2.0122 0.3572 -0.9 -1.8 -0.4
H -1.8223 0.5232 -0.9830 0.6 -0.5 1.7
H -1.6115 0.9329 0.7969 0.0 -0.5 -0.2
H -1.9193 -0.7563 0.2200 -0.7 -1.0 0.6
```
Positions in Å, forces in eV/Å.

These are the Mulliken partial charges, in e, on atoms 1 to 6: C 0.3337; C -0.2890; C -0.1335; C -0.8096; S -0.3027; S -0.4920



No. 9
A single C4H4 molecule in a non-equilibrium geometry, computed with wB97M-V/def2-TZVPD.

Output
E_HOMO (alpha / beta): -10.6 / -9.4 eV
2S+1: 1
Energy relative to the best compared isomer or geometry (same formula, charge and spin): 129.9 kcal/mol
E: -4204.524 eV
Kohn-Sham gap (alpha / beta): 9.5563 / 6.8355 eV
Net charge: 0
LUMO energy (alpha / beta): -1.05 / -2.56 eV

Structure (XYZ):
```
8
Properties=species:S:1:pos:R:3:forces:R:3
C 2.8771 0.3400 -0.2208 4.4 2.0 -1.8
C 1.8562 -0.1274 0.2236 -10.8 -3.9 1.1
C 0.1022 -0.6446 0.0357 6.5 1.8 -0.1
C -0.9750 0.3190 0.1329 -0.4 0.3 0.5
H 0.0082 -1.5058 -0.6100 0.2 -0.3 0.3
H -0.7275 1.1913 0.7385 -0.1 -0.1 -0.1
H -1.8376 -0.2027 0.5671 0.0 0.1 0.0
H -1.3037 0.6302 -0.8671 0.1 0.0 0.0
```
Positions in Å, forces in eV/Å.

These are the natural (NBO) partial charges, in e, on atoms 1 to 6: C -0.0055; C -0.2785; C 0.0775; C -0.7356; H 0.1922; H 0.2488



No. 10
A single C4H4 molecule in a non-equilibrium geometry, computed with wB97M-V/def2-TZVPD.

Output
E_HOMO: -10.1 eV
SMILES: C#CC=C
2S+1: 1
Energy relative to the best compared isomer or geometry (same formula, charge and spin): 88.1 kcal/mol
E: -4206.340 eV
Kohn-Sham gap: 10.3673 eV
Net charge: 0
LUMO energy: 0.26 eV

Structure (XYZ):
```
8
Properties=species:S:1:pos:R:3:forces:R:3
C -0.8643 -0.6827 -0.6858 -0.6 3.9 -0.2
C -2.0048 -0.9210 -1.1920 4.1 -2.2 -0.6
C 1.1700 1.0553 0.5864 2.5 0.3 3.9
C 0.3754 0.1377 0.1940 -5.1 -5.9 -1.3
H -2.2659 -1.7525 -1.9711 -0.3 2.0 1.8
H 1.5036 2.0147 0.5218 0.1 2.7 -2.0
H 1.6861 0.7666 1.6109 -1.0 0.1 -2.0
H 0.4000 -0.6181 0.9359 0.2 -1.0 0.4
```
Positions in Å, forces in eV/Å.

These are the natural (NBO) partial charges, in e, on atoms 1 to 6: C -0.0080; C -0.3045; C -0.3606; C -0.1935; H 0.2638; H 0.2132



No. 11
A 2-piece molecular cluster, C4H4 overall in a non-equilibrium geometry, computed with wB97M-V/def2-TZVPD.

Output
E_HOMO: -10.5 eV
SMILES: C#C.C#C
2S+1: 1
Energy relative to the best compared isomer or geometry (same formula, charge and spin): 63.2 kcal/mol
E: -4207.417 eV
Kohn-Sham gap: 11.7710 eV
Net charge: 0
LUMO energy: 1.24 eV

Structure (XYZ):
```
8
Properties=species:S:1:pos:R:3:forces:R:3
C 1.4207 1.9874 0.0392 0.3 -2.1 0.2
C 1.6817 0.8182 -0.2496 -0.1 3.6 0.2
C -1.8807 -1.6430 -0.3221 -2.2 -5.4 -5.6
C -1.2906 -1.1382 0.5463 1.0 1.4 1.9
H 1.1756 2.9612 0.4766 0.1 -1.0 -0.6
H 2.2127 0.0413 -0.7426 -0.3 -0.5 0.1
H -2.1311 -2.5164 -1.1331 0.4 3.2 2.5
H -0.8439 -0.6322 1.3160 0.8 0.9 1.3
```
Positions in Å, forces in eV/Å.

These are the natural (NBO) partial charges, in e, on atoms 1 to 6: C -0.2349; C -0.2463; C -0.2500; C -0.2378; H 0.2444; H 0.2374



No. 12
A single C4H4 molecule in a non-equilibrium geometry, computed with wB97M-V/def2-TZVPD.

Output
E_HOMO (alpha / beta): -9.0 / -8.7 eV
SMILES: C=C=C=C
2S+1: 1
Energy relative to the best compared isomer or geometry (same formula, charge and spin): 86.2 kcal/mol
E: -4206.419 eV
Kohn-Sham gap (alpha / beta): 8.4254 / 8.1712 eV
Net charge: 0
LUMO energy (alpha / beta): -0.57 / -0.51 eV

Structure (XYZ):
```
8
Properties=species:S:1:pos:R:3:forces:R:3
C -1.4453 0.3558 1.6573 9.5 -1.5 -5.1
C -0.4882 0.0645 0.3601 0.7 0.5 0.6
C 0.4893 -0.1335 -0.6687 -3.7 1.4 5.2
C 1.4248 -0.2396 -1.6524 -2.0 -0.8 3.1
H -0.9464 0.5409 2.6236 -0.1 -0.3 -0.9
H -2.4227 0.4504 1.5819 -4.3 0.2 -0.9
H 2.4812 -0.4313 -1.4019 -0.7 0.5 -0.4
H 0.9073 -0.6073 -2.4999 0.4 0.0 -1.6
```
Positions in Å, forces in eV/Å.

These are the natural (NBO) partial charges, in e, on atoms 1 to 6: C -0.3439; C -0.0444; C -0.0128; C -0.4538; H 0.2106; H 0.1777



Q: Which of these has the highest net charge?
A: C4H3O2Rb